# C3H7N3O

One molecule with the formula C3H7N3O (ωB97M-V/def2-TZVPD, OMol25).

Last column: natural (NBO) charge in e.
Atoms and positions in Å:
H -4.0161 -0.6824 -0.5570  0.346
N -3.2729 -0.5712 0.1284  -0.688
C -2.2350 -0.0999 -0.4303  0.282
N -1.0960 0.1386 0.3224  -0.650
C 0.1554 0.2634 -0.2818  0.789
O 0.2910 0.3335 -1.4913  -0.646
N 1.1923 0.2887 0.6072  -0.625
C 2.5545 0.0661 0.1710  -0.417
H -2.1019 0.1563 -1.4831  0.190
H -1.1660 -0.1622 1.2856  0.401
H 0.9944 0.2698 1.5948  0.388
H 2.5254 -0.1391 -0.9001  0.241
H 2.9818 -0.7998 0.6889  0.194
H 3.1931 0.9381 0.3453  0.196

Structure (SMILES) ... [H]/N=C/NC(=O)NC
E_HOMO ... -9.6 eV
HOMO-LUMO gap ... 10.4 eV
E ... -358.04449 Ha
Lowest unoccupied orbital energy ... 0.79 eV